# 1
{
  "formula": "C6H10O",
  "method": "ωB97M-V/def2-TZVPD",
  "species": ["C", "C", "O", "C", "C", "C", "C", "H", "H", "H", "H", "H", "H", "H", "H", "H", "H"],
  "coordinates": [[-1.7385, -0.5292, -0.3197], [-0.4367, -0.0854, 0.3363], [-0.6165, -0.0477, 1.7522], [0.0360, 1.3330, -0.0742], [1.5073, 1.1738, -0.3539], [1.8894, -0.1003, -0.3316], [0.7403, -1.0282, -0.0456], [-1.9327, -1.5849, -0.0840], [-1.6915, -0.4395, -1.4094], [-2.5786, 0.0691, 0.0505], [-1.3014, -0.6890, 1.9757], [-0.5011, 1.7064, -0.9570], [-0.1666, 2.0284, 0.7478], [2.1608, 2.0178, -0.5580], [2.8994, -0.4543, -0.5201], [0.9404, -1.7252, 0.7767], [0.4992, -1.6339, -0.9318]],
  "atomic_forces_ev_per_a": [[-0.1, 0.0, 0.0], [0.0, 0.0, -0.4], [-0.1, -0.2, 0.1], [0.0, 0.0, 0.0], [0.1, -0.1, 0.0], [0.0, 0.2, 0.0], [0.0, 0.0, 0.0], [0.0, 0.2, 0.0], [0.0, 0.0, 0.2], [0.1, 0.0, -0.1], [0.2, 0.0, 0.1], [0.1, -0.1, 0.1], [0.0, -0.1, -0.1], [-0.1, -0.1, 0.0], [-0.1, 0.1, 0.0], [0.0, 0.1, -0.1], [0.0, 0.1, 0.1]],
  "de_lowest_ev": 0.094,
  "orbital_gap_ha": 0.373,
  "energy_ev": -8431.147
}

***

# 2
{
  "formula": "C6H10O",
  "method": "ωB97M-V/def2-TZVPD",
  "species": ["O", "C", "C", "C", "C", "C", "C", "H", "H", "H", "H", "H", "H", "H", "H", "H", "H"],
  "coordinates": [[2.0415, -0.4761, 2.8625], [2.7589, -0.9428, 2.0697], [1.6221, -0.2829, -0.4087], [0.4253, 0.3195, 0.2945], [-0.7419, 0.5974, -0.6191], [-1.7170, -0.4898, -0.9397], [-2.1422, 0.6550, -0.0771], [2.8007, -0.6455, 0.3285], [2.1286, 0.4298, -1.0729], [1.3508, -1.1803, -0.9780], [0.7217, 1.2525, 0.7975], [0.0743, -0.3625, 1.0852], [-0.5122, 1.2855, -1.4329], [-2.1212, -0.5542, -1.9457], [-1.5678, -1.4551, -0.4611], [-2.8376, 1.3825, -0.4874], [-2.2842, 0.4672, 0.9849]],
  "atomic_forces_ev_per_a": [[2.3, -1.5, -2.9], [-1.9, 1.2, 4.0], [3.6, -0.7, 0.6], [0.3, 0.0, 1.0], [0.2, 0.2, -0.4], [-0.1, -0.5, -0.3], [-0.1, 0.3, 0.3], [-4.2, 1.1, -2.3], [-0.5, -0.1, -0.1], [0.2, 0.1, 0.2], [-0.1, -0.2, 0.0], [0.1, 0.2, -0.1], [-0.1, -0.1, 0.1], [0.1, 0.0, 0.1], [0.0, 0.2, -0.1], [0.2, -0.1, 0.0], [0.1, 0.0, -0.2]],
  "de_lowest_ev": 2.371,
  "orbital_gap_ha": 0.409,
  "energy_ev": -8428.870
}

***

# 3
{
  "formula": "C6H10O",
  "method": "ωB97M-V/def2-TZVPD",
  "species": ["C", "C", "C", "C", "C", "C", "O", "H", "H", "H", "H", "H", "H", "H", "H", "H", "H"],
  "coordinates": [[1.4616, 1.5812, 0.3726], [0.4762, 0.5419, 0.2256], [0.2439, -0.7572, 0.2254], [0.7132, -2.1168, 0.1096], [-0.9115, 0.1637, 0.0905], [-1.6931, 0.3103, -1.1521], [-1.8112, 0.2989, 1.5458], [2.5069, 1.3042, 0.8264], [0.9495, 2.4735, 0.9945], [1.5356, 1.9612, -0.6723], [0.0531, -2.8485, 0.7727], [1.7399, -2.1851, 0.2071], [0.4168, -2.4201, -1.0074], [-1.0035, 0.1758, -2.0032], [-2.2193, 1.2808, -1.2319], [-2.5834, -0.4595, -1.3928], [-2.3576, 1.1051, 1.3688]],
  "atomic_forces_ev_per_a": [[0.4, 2.9, 0.8], [0.1, -2.5, 1.2], [-0.9, 2.5, 0.0], [-4.3, -2.4, -1.7], [-0.6, -0.9, 2.9], [-3.0, -0.9, -1.6], [0.9, 0.7, -3.4], [-2.2, 0.4, -1.0], [1.4, -1.9, -1.2], [0.7, 0.3, 0.7], [1.8, 1.5, -1.2], [2.0, -0.5, 0.5], [0.8, 0.3, 2.2], [-0.2, 0.3, 0.3], [0.5, -0.2, 0.0], [2.1, 1.3, 1.1], [0.6, -1.0, 0.3]],
  "de_lowest_ev": 3.478,
  "orbital_gap_ha": 0.355,
  "energy_ev": -8427.763
}